124
Properties=species:S:1:pos:R:3 method="wB97M-V/def2-TZVPD" lumo_energy_ev=3.46 homo_lumo_gap_ev=3.988 homo_energy_ev=-0.525 e_tot_ha=-4363.32115 charge=-2
Ti 0.396 0.640 0.379
O 2.943 -1.651 2.777
C 1.954 -1.494 2.085
O 1.707 -0.376 1.451
C 0.915 -2.619 1.987
C -0.364 -2.278 2.781
C -1.132 -3.566 3.105
C -1.754 -3.898 1.725
C -1.214 -2.753 0.865
O -1.193 -1.660 1.801
C 0.286 -2.976 0.608
C 0.774 -2.150 -0.567
O 1.580 -2.575 -1.358
O 0.197 -0.965 -0.647
H 1.403 -3.492 2.422
H -0.214 -1.600 3.623
H -0.480 -4.352 3.493
H -1.905 -3.362 3.851
H -1.455 -4.874 1.340
H -2.845 -3.865 1.754
H -1.798 -2.478 -0.016
H 0.505 -4.013 0.348
C -0.410 1.051 4.717
C -1.803 0.972 4.768
C -2.539 0.917 3.609
C -1.868 0.936 2.373
N -0.530 0.935 2.352
C 0.187 1.013 3.478
C -2.496 1.078 1.065
C -3.876 1.263 0.911
C -4.364 1.601 -0.340
C -3.488 1.743 -1.414
C -2.138 1.477 -1.262
C -1.625 1.141 -0.021
H 0.200 1.123 5.609
H -2.313 0.962 5.728
H -3.619 0.879 3.622
H 1.267 1.040 3.348
H -4.557 1.161 1.748
H -5.429 1.740 -0.494
H -3.856 1.999 -2.404
H -1.517 1.536 -2.144
C 1.555 3.804 -2.825
C 2.981 4.231 -3.007
C 3.262 5.452 -3.617
C 4.552 5.837 -3.949
C 5.612 4.984 -3.678
C 5.363 3.779 -3.043
C 4.067 3.406 -2.695
N 3.910 2.133 -2.073
C 2.956 1.907 -1.095
N 3.108 2.774 -0.046
C 2.077 3.328 0.736
C 0.775 2.840 0.637
C -0.188 3.648 1.257
C 0.116 4.783 1.978
C 1.448 5.152 2.147
C 2.449 4.436 1.523
C 3.888 4.836 1.656
N 2.077 0.964 -1.124
C 2.097 0.186 -2.335
C 0.981 0.197 -3.152
C 0.967 -0.511 -4.342
C 2.092 -1.225 -4.708
C 3.195 -1.271 -3.870
C 3.212 -0.596 -2.655
C 4.331 -0.831 -1.686
H 0.881 4.523 -3.290
H 1.264 3.704 -1.777
H 1.382 2.834 -3.304
H 2.427 6.096 -3.869
H 4.723 6.789 -4.436
H 6.626 5.255 -3.946
H 6.173 3.102 -2.794
H 4.063 1.350 -2.695
H 3.934 3.339 -0.151
H -1.234 3.355 1.175
H -0.676 5.365 2.439
H 1.709 6.010 2.761
H 4.009 5.549 2.475
H 4.269 5.321 0.746
H 4.533 3.976 1.862
H 0.090 0.714 -2.837
H 0.063 -0.517 -4.940
H 2.093 -1.794 -5.632
H 4.044 -1.897 -4.130
H 4.497 -1.906 -1.593
H 4.094 -0.458 -0.687
H 5.276 -0.373 -2.006
S -2.501 -1.724 -2.545
Sb -4.245 -0.906 -3.893
C -3.062 1.310 -5.006
C -1.823 1.972 -5.052
C -1.610 3.205 -5.668
C -2.665 3.860 -6.295
C -3.912 3.251 -6.287
C -4.083 2.020 -5.658
C -5.767 -2.633 -3.363
C -5.447 -3.952 -3.022
C -6.404 -4.861 -2.589
C -7.736 -4.470 -2.471
C -8.085 -3.167 -2.793
C -7.105 -2.274 -3.226
C -3.773 -1.917 -5.762
C -2.572 -2.595 -5.936
C -2.281 -3.249 -7.128
C -3.197 -3.235 -8.174
C -4.400 -2.563 -8.013
C -4.679 -1.912 -6.817
H -0.951 1.503 -4.603
H -0.619 3.655 -5.671
H -2.515 4.818 -6.784
H -4.753 3.742 -6.774
H -5.090 1.589 -5.666
H -4.407 -4.267 -3.082
H -6.115 -5.877 -2.328
H -8.488 -5.173 -2.124
H -9.119 -2.844 -2.700
H -7.401 -1.250 -3.465
H -1.873 -2.613 -5.103
H -1.338 -3.775 -7.243
H -2.974 -3.747 -9.106
H -5.125 -2.547 -8.822
H -5.627 -1.391 -6.706

143
Properties=species:S:1:pos:R:3 method="wB97M-V/def2-TZVPD" lumo_energy_ev=-0.88 homo_lumo_gap_ev=7.750 homo_energy_ev=-8.631 e_tot_ha=-4143.92891 charge=0 smiles="CCB(O)[C@H]1C(=O)O[C@@H](CC(=O)c2ccccc2)[C@H]1C[C@@H](C)F.O=[N+]([O-])c1ccccc1.O=[N+]([O-])c1ccccc1.O=[N+]([O-])c1ccccc1.O=[N+]([O-])c1ccccc1.O=[N+]([O-])c1ccccc1.O=[N+]([O-])c1ccccc1.O=[N+]([O-])c1ccccc1"
C 2.882 -2.339 -3.542
C 1.473 -2.894 -4.118
B 0.604 -3.399 -2.845
O 1.203 -4.462 -2.038
C -0.859 -2.864 -2.376
C -0.616 -2.677 -0.772
O -1.057 -3.333 0.189
O 0.224 -1.485 -0.776
C -0.561 -0.506 -1.518
C 0.062 0.932 -1.846
C 1.590 0.926 -2.308
O 2.432 0.340 -1.554
C 2.180 1.630 -3.608
C 2.201 0.947 -5.026
C 2.808 1.589 -6.295
C 3.466 2.998 -6.237
C 3.447 3.730 -4.844
C 2.827 3.064 -3.563
C -1.315 -1.353 -2.665
C -1.402 -0.798 -4.165
C -2.389 0.479 -4.331
C -1.677 1.634 -5.231
F -3.696 0.138 -4.823
H 2.701 -2.074 -2.435
H 3.734 -3.117 -3.607
H 3.267 -1.406 -4.075
H 0.933 -2.179 -4.823
H 1.737 -3.831 -4.749
H 1.555 -5.158 -2.648
H -1.622 -3.657 -2.705
H -1.411 -0.242 -0.774
H -0.546 1.553 -2.594
H 0.028 1.537 -0.848
H 1.750 -0.105 -5.116
H 2.793 0.975 -7.274
H 3.940 3.461 -7.173
H 3.920 4.767 -4.824
H 2.887 3.681 -2.608
H -2.410 -1.320 -2.284
H -0.401 -0.487 -4.615
H -1.860 -1.640 -4.808
H -2.500 0.933 -3.273
H -0.942 2.247 -4.598
H -1.090 1.204 -6.111
H -2.486 2.382 -5.582
O -6.757 -5.220 5.133
N -5.905 -5.960 4.659
O -5.876 -7.173 4.820
C -4.846 -5.353 3.850
C -4.822 -3.970 3.674
C -3.800 -3.395 2.925
C -2.815 -4.199 2.356
C -2.851 -5.580 2.527
C -3.867 -6.163 3.276
H -5.582 -3.332 4.113
H -3.768 -2.319 2.788
H -2.015 -3.745 1.776
H -2.083 -6.202 2.078
H -3.882 -7.240 3.405
O 2.152 0.973 -9.029
N 2.210 1.732 -9.989
O 1.433 2.652 -10.190
C 3.283 1.520 -10.963
C 4.170 0.458 -10.789
C 5.172 0.245 -11.729
C 5.287 1.091 -12.828
C 4.406 2.155 -12.991
C 3.398 2.374 -12.058
H 4.091 -0.208 -9.936
H 5.863 -0.582 -11.606
H 6.068 0.918 -13.563
H 4.502 2.813 -13.849
H 2.715 3.205 -12.198
O 0.400 3.499 0.073
N 0.851 4.083 1.051
O 0.208 4.844 1.759
C 2.258 3.857 1.391
C 3.035 3.024 0.585
C 4.376 2.832 0.897
C 4.932 3.463 2.006
C 4.148 4.285 2.813
C 2.806 4.486 2.507
H 2.615 2.527 -0.282
H 4.991 2.191 0.272
H 5.981 3.314 2.243
H 4.586 4.771 3.678
H 2.208 5.131 3.141
O 5.737 3.911 -2.198
N 5.375 5.076 -2.130
O 4.317 5.500 -2.579
C 6.269 6.031 -1.471
C 7.498 5.595 -0.980
C 8.354 6.510 -0.376
C 7.979 7.846 -0.263
C 6.746 8.273 -0.747
C 5.884 7.365 -1.354
H 7.802 4.557 -1.061
H 9.316 6.183 0.004
H 8.652 8.559 0.204
H 6.458 9.314 -0.653
H 4.928 7.711 -1.730
O -7.209 -1.406 0.669
N -6.613 -0.767 1.524
O -5.394 -0.675 1.597
C -7.408 -0.067 2.534
C -8.798 -0.172 2.513
C -9.545 0.476 3.490
C -8.905 1.224 4.475
C -7.517 1.332 4.485
C -6.763 0.685 3.512
H -9.308 -0.752 1.751
H -10.627 0.396 3.487
H -9.491 1.724 5.241
H -7.024 1.917 5.253
H -5.683 0.774 3.532
O -4.851 -0.860 5.339
N -4.383 -0.292 6.316
O -5.008 0.473 7.037
C -2.978 -0.544 6.640
C -2.223 -1.382 5.819
C -0.883 -1.601 6.117
C -0.306 -0.991 7.228
C -1.067 -0.164 8.049
C -2.408 0.064 7.758
H -2.661 -1.864 4.951
H -0.285 -2.246 5.482
H 0.742 -1.161 7.454
H -0.613 0.307 8.915
H -2.989 0.713 8.404
O 1.269 -5.909 10.455
N 0.523 -5.027 10.054
O 0.802 -3.835 10.046
C -0.794 -5.423 9.552
C -1.165 -6.767 9.577
C -2.427 -7.135 9.122
C -3.305 -6.167 8.642
C -2.925 -4.829 8.609
C -1.666 -4.451 9.065
H -0.491 -7.531 9.949
H -2.728 -8.177 9.143
H -4.291 -6.457 8.292
H -3.612 -4.079 8.231
H -1.384 -3.404 9.037

130
Properties=species:S:1:pos:R:3 method="wB97M-V/def2-TZVPD" multiplicity=5 lumo_energy_ev="-0.43 / -1.35" homo_lumo_gap_ev="6.601 / 5.677" homo_energy_ev="-7.034 / -7.025" e_tot_ha=-7071.80962 s_squared=6.201 charge=0
Fe -0.403 0.909 0.225
C -2.611 -1.986 -0.724
N -2.297 -0.568 -0.748
C -2.713 0.036 -1.803
C -2.513 1.411 -2.012
C -3.093 2.262 -2.964
C -2.660 3.543 -2.640
C -1.819 3.404 -1.528
N -1.725 2.125 -1.147
C -4.053 -2.298 -0.375
C -4.838 -1.408 0.343
C -6.139 -1.732 0.694
C -6.676 -2.956 0.326
C -5.908 -3.844 -0.415
C -4.607 -3.513 -0.766
H -1.962 -2.468 0.005
H -2.406 -2.447 -1.701
H -3.300 -0.505 -2.554
H -3.767 1.974 -3.758
H -2.923 4.470 -3.125
H -1.321 4.194 -0.983
H -4.421 -0.452 0.623
H -6.732 -1.020 1.258
H -7.688 -3.221 0.606
H -6.323 -4.794 -0.729
H -4.014 -4.210 -1.350
C -5.164 2.399 3.697
C -4.745 2.410 2.374
C -3.514 1.871 2.031
C -2.687 1.296 2.999
C -3.118 1.308 4.327
C -4.345 1.854 4.675
Si -1.027 0.486 2.517
C -1.486 -1.399 2.506
C -2.629 -1.824 3.186
C -2.900 -3.170 3.391
C -2.020 -4.138 2.931
C -0.874 -3.743 2.259
C -0.620 -2.394 2.052
C 0.077 0.469 4.112
C 0.105 -0.686 4.906
C 0.850 -0.757 6.076
C 1.607 0.327 6.493
C 1.599 1.480 5.726
C 0.840 1.549 4.566
H -6.124 2.820 3.970
H -5.372 2.854 1.611
H -3.197 1.897 0.993
H -2.481 0.877 5.094
H -4.654 1.865 5.714
H -3.324 -1.095 3.578
H -3.801 -3.458 3.918
H -2.232 -5.187 3.098
H -0.177 -4.492 1.897
H 0.265 -2.114 1.497
H -0.468 -1.556 4.622
H 0.828 -1.667 6.663
H 2.192 0.269 7.402
H 2.180 2.344 6.026
H 0.861 2.478 4.016
N 0.512 -1.020 -0.653
C 0.874 -2.072 -0.959
N 1.318 -3.259 -1.296
C 2.653 -3.672 -0.852
C 2.523 -4.766 0.200
C 1.663 -5.942 -0.323
C 1.061 -5.658 -1.704
C 0.379 -4.297 -1.751
H 3.166 -2.799 -0.450
H 3.223 -4.028 -1.713
H 2.059 -4.333 1.090
H 3.519 -5.106 0.486
H 0.853 -6.141 0.381
H 2.261 -6.852 -0.385
H 0.323 -6.421 -1.949
H 1.837 -5.701 -2.471
H -0.508 -4.301 -1.111
H 0.052 -4.067 -2.769
O 1.266 1.593 -1.148
As 1.474 2.186 -2.659
C 3.371 2.141 -3.042
C 4.275 1.549 -2.173
C 5.626 1.540 -2.488
C 6.068 2.100 -3.679
C 5.159 2.681 -4.554
C 3.813 2.712 -4.231
C 0.788 0.941 -3.975
C 0.010 1.214 -5.091
C -0.263 0.203 -6.002
C 0.237 -1.074 -5.804
C 1.003 -1.354 -4.679
C 1.281 -0.347 -3.773
C 1.096 4.062 -2.916
C 0.367 4.615 -3.960
C 0.259 5.993 -4.061
C 0.871 6.812 -3.124
C 1.593 6.259 -2.076
C 1.715 4.882 -1.980
H 3.911 1.106 -1.252
H 6.339 1.101 -1.801
H 7.122 2.087 -3.926
H 5.502 3.112 -5.486
H 3.097 3.187 -4.894
H -0.395 2.201 -5.259
H -0.861 0.417 -6.878
H 0.036 -1.852 -6.529
H 1.398 -2.351 -4.525
H 1.883 -0.542 -2.892
H -0.137 3.990 -4.681
H -0.312 6.428 -4.871
H 0.771 7.887 -3.201
H 2.047 6.888 -1.324
H 2.275 4.440 -1.163
I -0.245 2.994 1.627
I 0.978 5.825 1.750
C 3.907 -1.680 3.903
C 3.483 -0.582 2.990
C 4.054 0.627 2.684
C 3.161 1.263 1.792
N 2.112 0.487 1.557
N 2.335 -0.629 2.283
C 3.349 2.608 1.181
H 4.887 -1.457 4.318
H 3.964 -2.637 3.379
H 3.198 -1.782 4.726
H 4.990 1.020 3.046
H 1.641 -1.355 2.312
H 4.393 2.742 0.892
H 3.098 3.394 1.895
H 2.709 2.716 0.308